1.
Here is C5H9NO2 as an isolated structure from the Open Molecules 2025 dataset. Energies are from ωB97M-V/def2-TZVPD.

Its largest force on an atom is 0.0770 hartree/bohr. The calculation puts the electronic energy at -10911.8377 eV.

```
17
Properties=species:S:1:pos:R:3:nbo_charge:R:1
C -0.533 -0.146 -0.822 -0.035
C 0.354 0.918 1.436 -0.524
C 0.331 0.677 -1.756 -0.665
C 0.920 -0.395 0.936 0.747
C -0.912 0.100 1.245 0.093
O -0.545 -1.521 -1.117 -0.718
N -0.362 -1.086 1.613 -0.704
O 1.936 -0.920 0.576 -0.537
H 0.372 -1.836 -1.092 0.472
H -1.576 0.166 -0.944 0.176
H -0.768 -1.960 1.285 0.388
H 0.576 1.176 2.478 0.223
H 0.533 1.777 0.796 0.223
H -1.955 0.382 1.365 0.213
H 1.379 0.378 -1.686 0.212
H 0.246 1.741 -1.523 0.213
H 0.003 0.548 -2.792 0.223
```



2.
Here is C14H23NO17PS3 as an isolated structure from the Open Molecules 2025 dataset. Energies are from ωB97M-V/def2-TZVPD.

Its largest force on an atom is 0.0056 hartree/bohr. Its net charge is -1. The calculation puts the electronic energy at -92985.6229 eV.

```
59
Properties=species:S:1:pos:R:3:nbo_charge:R:1
C -1.318 2.071 -0.168 -0.627
C -0.412 3.180 0.318 -0.077
O -0.561 3.315 1.748 -0.725
S 0.707 3.019 2.660 2.530
O 0.162 2.784 3.966 -0.965
O 1.401 1.912 2.044 -1.005
N 1.489 4.386 2.507 -1.267
S 2.694 4.762 3.439 2.089
O 2.384 5.817 4.376 -0.957
O 3.476 3.649 3.926 -0.958
P 3.974 5.738 1.969 0.558
S 4.169 5.009 0.188 -0.575
H -0.919 1.093 0.103 0.209
H -2.305 2.174 0.286 0.211
H -1.432 2.122 -1.251 0.214
H 0.630 2.979 0.075 0.218
H -0.685 4.144 -0.111 0.180
H 3.516 7.065 2.042 -0.022
H 5.148 5.777 2.741 -0.022
C -2.092 -0.125 4.067 -0.102
C -0.904 -0.635 3.277 -0.110
O -1.538 -1.334 2.188 -0.493
C -2.779 -0.839 2.033 0.980
O -3.500 -1.098 1.116 -0.625
O -3.104 -0.020 3.049 -0.487
H -1.921 0.849 4.515 0.234
H -2.441 -0.838 4.816 0.173
H -0.317 0.187 2.874 0.226
H -0.261 -1.320 3.820 0.200
C 2.057 -0.202 -0.324 -0.115
C 3.508 -0.405 -0.714 -0.103
O 3.484 -0.116 -2.120 -0.500
C 2.402 0.638 -2.393 0.978
O 2.181 1.126 -3.461 -0.610
O 1.610 0.745 -1.314 -0.489
H 1.917 0.224 0.666 0.250
H 1.462 -1.110 -0.443 0.182
H 4.170 0.309 -0.223 0.195
H 3.864 -1.421 -0.565 0.209
C 2.879 -2.211 -4.855 -0.101
C 3.298 -3.558 -5.419 -0.100
O 3.869 -4.203 -4.273 -0.496
C 3.359 -3.625 -3.157 0.971
O 3.529 -4.025 -2.050 -0.584
O 2.643 -2.533 -3.482 -0.485
H 1.970 -1.803 -5.287 0.211
H 3.672 -1.464 -4.902 0.201
H 2.446 -4.147 -5.762 0.181
H 4.047 -3.498 -6.204 0.200
C -5.563 -3.379 0.155 -0.100
C -5.847 -2.670 -1.153 -0.096
O -6.653 -3.633 -1.850 -0.497
C -7.229 -4.452 -0.941 0.968
O -8.078 -5.248 -1.189 -0.588
O -6.707 -4.239 0.286 -0.495
H -5.495 -2.711 1.006 0.225
H -4.667 -3.998 0.103 0.186
H -6.431 -1.761 -1.012 0.186
H -4.958 -2.449 -1.736 0.210
```



The records above give, respectively, molecular weight values of 115.1, 604.5 g mol⁻¹.
The records above give, respectively, highest occupied orbital energy values of -7.7, -6.2 eV.